No. 1
A 2-piece molecular cluster, C8H8BrNO2 overall at a distorted geometry. Source: the OMol25 dataset; level of theory: ωB97M-V/def2-TZVPD.

Output
E_LUMO: 0.0070 Eh
energy relative to the best compared isomer or geometry (same formula, charge and spin): 1.07 kcal per mole
gap between HOMO and LUMO: 8.574 eV
molecular weight: 230.06 Da

Each line ends with the natural charge from an NBO analysis.
Element x y z (Å)
1 C -0.751400 -2.330524 0.683659  -0.232
2 C -1.857200 -1.468544 0.832982  -0.174
3 C 0.513864 -1.826612 0.356945  -0.196
4 C -1.681430 -0.102118 0.514407  -0.256
5 C 0.669286 -0.456396 0.104364  -0.227
6 C -0.447262 0.360410 0.168788  0.122
7 C -3.254005 2.590083 -2.007131  1.025
8 C 0.388654 2.217130 -1.296266  -0.417
9 N -0.124352 1.730264 -0.040259  -0.449
10 O -3.611410 1.496334 -1.856756  -0.515
11 O -2.886415 3.659674 -2.253905  -0.515
12 Br -1.421522 2.980132 0.658142  0.133
13 H -1.015882 -3.428052 0.878279  0.217
14 H -2.712178 -1.889397 1.148047  0.206
15 H 1.409933 -2.489180 0.333113  0.220
16 H -2.422176 0.611519 0.828695  0.230
17 H 1.570963 -0.043399 -0.202571  0.213
18 H 1.212689 1.515579 -1.624371  0.214
19 H 0.862347 3.234474 -1.189603  0.223
20 H -0.414517 2.187035 -2.068527  0.179

Forces on atoms 1 to 6 (eV/Å):
C -1.32 -0.98 0.50
C 4.58 1.53 -1.92
C 0.50 -0.16 -0.10
C -0.96 -1.27 1.63
C -1.71 -2.34 0.20
C 1.05 1.12 -0.55

=====

No. 2
A 2-piece molecular cluster, C8H8Cl2O3 overall at a distorted geometry. Source: the OMol25 dataset; level of theory: ωB97M-V/def2-TZVPD.

Output
E_LUMO: -0.0094 Eh
energy relative to the best compared isomer or geometry (same formula, charge and spin): 14.77 kcal per mole
gap between HOMO and LUMO: 8.421 eV
molecular weight: 223.06 Da

Each line ends with the natural charge from an NBO analysis.
Element x y z (Å)
1 C 2.393312 0.660771 -0.008451  -0.194
2 C 2.003732 -0.644697 0.122189  -0.085
3 C 1.261747 1.018037 -0.907642  0.487
4 C -0.805665 -1.397138 0.659301  0.176
5 C 0.943888 -0.468291 -0.942260  0.446
6 C -1.699487 0.443110 -0.809199  -0.656
7 C -0.525200 0.941585 1.361205  -0.648
8 C -0.937506 -0.093046 0.349935  -0.133
9 O 0.883334 2.023448 -1.385485  -0.496
10 O -1.101245 -2.358316 -0.200607  -0.638
11 O 0.527807 -1.126855 -1.819249  -0.548
12 Cl 3.580294 1.483453 0.740766  0.132
13 Cl 2.696555 -1.984688 0.880271  0.111
14 H -0.309310 -1.914705 1.436530  0.199
15 H -1.834542 -0.386724 -1.572028  0.205
16 H -1.191053 1.317742 -1.238162  0.257
17 H -2.816592 0.799951 -0.605495  0.229
18 H -1.529498 1.189929 1.748955  0.227
19 H -0.059860 1.824409 0.897194  0.223
20 H 0.010037 0.644764 2.265338  0.225
21 H -1.490756 -1.972740 -0.973097  0.484

Forces on atoms 1 to 6 (eV/Å):
C -1.16 -1.91 0.49
C 0.71 0.83 -0.86
C 1.30 -0.25 0.84
C -0.17 0.25 -1.30
C 0.71 0.34 0.49
C -2.60 -0.45 -0.97

=====

No. 3
C8H8ClN15Pb as an isolated structure. Source: the OMol25 dataset; level of theory: ωB97M-V/def2-TZVPD.

Output
E_LUMO: -0.0097 Eh
gap between HOMO and LUMO: 8.003 eV
molecular weight: 556.91 Da

Each line ends with the natural charge from an NBO analysis.
Element x y z (Å)
1 Pb -0.434008 -0.155375 0.252106  1.451
2 N -1.840150 -2.815497 2.373976  -0.584
3 C -1.243537 -1.764156 3.022210  0.460
4 N -1.176466 -1.668720 4.331578  -0.367
5 N -0.521602 -0.505494 4.556707  -0.067
6 N -0.210552 0.069707 3.457887  -0.123
7 N -0.659983 -0.712139 2.433470  -0.605
8 C -1.945707 -2.995496 1.019551  0.461
9 N -2.526244 -4.041606 0.473296  -0.367
10 N -2.418127 -3.836396 -0.860157  -0.067
11 N -1.812398 -2.738733 -1.111443  -0.127
12 N -1.486599 -2.157009 0.080582  -0.609
13 H -2.238789 -3.534088 2.955191  0.436
14 Cl 4.711413 -3.229497 -1.742482  0.042
15 C 4.061674 -1.686883 -1.328473  -0.067
16 C 4.823656 -0.539534 -1.460681  -0.174
17 C 4.251788 0.673872 -1.117746  -0.231
18 C 2.948322 0.690048 -0.654358  0.036
19 N 2.221501 -0.417950 -0.525943  -0.470
20 C 2.763311 -1.589792 -0.857786  0.024
21 H 5.840721 -0.603151 -1.823199  0.239
22 H 4.810965 1.594847 -1.207350  0.233
23 H 2.464706 1.619754 -0.372645  0.205
24 H 2.145964 -2.474723 -0.750219  0.220
25 N -1.961781 5.187875 -1.849256  -0.604
26 N -2.287059 3.945595 -1.355779  0.180
27 N -3.459123 3.402711 -1.569146  -0.261
28 C -3.288813 2.211737 -1.003545  0.124
29 N -2.062837 2.074399 -0.484771  -0.335
30 N -1.428065 3.205842 -0.723335  -0.070
31 H -2.791331 5.763559 -1.871900  0.395
32 H -1.201251 5.576094 -1.309866  0.393
33 H -4.049596 1.450189 -0.976458  0.228

Forces on atoms 1 to 6 (eV/Å):
Pb 0.18 0.24 -0.11
N -0.03 -0.03 0.03
C -0.01 -0.03 0.06
N 0.04 0.07 0.09
N -0.01 -0.01 -0.12
N -0.01 -0.01 0.02

=====

No. 4
A 2-piece molecular cluster, C8H8ClNO6S overall at a distorted geometry. Source: the OMol25 dataset; level of theory: ωB97M-V/def2-TZVPD.

Output
E_LUMO: -0.0234 Eh
energy relative to the best compared isomer or geometry (same formula, charge and spin): 20.44 kcal per mole
gap between HOMO and LUMO: 9.720 eV
molecular weight: 281.67 Da

Each line ends with the natural charge from an NBO analysis.
Element x y z (Å)
1 O 1.609137 -2.174632 3.280013  -0.493
2 C 1.742531 -2.325941 2.100858  0.512
3 Cl 0.993233 -1.176417 0.974541  -0.032
4 C 2.492720 -3.466422 1.440417  -0.200
5 O 2.096674 -4.742703 1.919079  -0.711
6 S 2.766955 -5.278265 3.342375  1.752
7 O 3.925476 -4.481261 3.625748  -0.920
8 O 1.649415 -4.753726 4.410128  -0.887
9 H 2.212181 -3.437786 0.396282  0.224
10 H 3.563605 -3.303287 1.476648  0.239
11 H 0.853609 -4.475180 3.941731  0.504
12 C -2.541932 4.298067 -2.779698  -0.177
13 C -3.141156 3.046142 -2.812553  -0.208
14 C -2.532693 1.968772 -2.190661  -0.210
15 C -1.329341 2.166608 -1.540119  0.084
16 C -0.714540 3.403836 -1.501691  -0.209
17 C -1.328816 4.475219 -2.128330  -0.208
18 N -0.690198 1.030375 -0.860492  0.522
19 O -1.241883 -0.045344 -0.927858  -0.372
20 O 0.351535 1.244311 -0.272308  -0.377
21 H -3.022399 5.138475 -3.262362  0.221
22 H -4.084980 2.909434 -3.321114  0.223
23 H -2.994166 0.993344 -2.213336  0.249
24 H 0.227274 3.536535 -0.991519  0.250
25 H -0.862240 5.449845 -2.105781  0.224

Forces on atoms 1 to 6 (eV/Å):
O 0.07 -0.23 -1.02
C -0.32 0.51 1.27
Cl 0.46 -0.48 0.26
C -0.54 0.26 -0.89
O 0.10 0.23 0.64
S -0.23 -0.34 0.27

=====

No. 5
An isolated ion of composition C8H8FO4 and charge -1 at a distorted geometry. Source: the OMol25 dataset; level of theory: ωB97M-V/def2-TZVPD.

Output
charge: -1
E_LUMO: 0.1361 Eh
gap between HOMO and LUMO: 7.085 eV
molecular weight: 187.15 Da

Each line ends with the natural charge from an NBO analysis.
Element x y z (Å)
1 C 1.999434 1.019412 -0.591926  -0.661
2 C 0.850969 1.594371 -0.346512  0.744
3 C 2.490885 -0.319066 -0.308431  0.571
4 C -1.290152 -0.292050 0.104588  0.603
5 C 1.573172 -1.377151 0.156007  -0.509
6 C 0.800784 -0.918252 1.476350  -0.427
7 C -0.380234 0.007042 1.092207  0.091
8 C -3.142577 0.601328 -1.009071  -0.291
9 O 0.040728 2.399140 -0.544898  -0.496
10 O 3.658743 -0.624175 -0.587995  -0.637
11 O -1.266073 -1.137350 -0.817367  -0.751
12 O -2.305164 0.664673 0.114828  -0.552
13 F -0.447999 1.032028 2.037889  -0.376
14 H 2.649875 1.676249 -1.052978  0.241
15 H 0.848504 -1.576454 -0.627864  0.276
16 H 2.219622 -2.219242 0.427585  0.208
17 H 0.420566 -1.763774 1.898372  0.190
18 H 1.364587 -0.230651 2.201163  0.214
19 H -2.484819 0.124658 -1.864965  0.235
20 H -3.616960 1.608514 -0.958782  0.189
21 H -3.983896 -0.269245 -0.798206  0.138

Forces on atoms 1 to 6 (eV/Å):
C 0.90 -2.13 1.10
C -2.23 -0.55 -0.32
C 0.95 0.09 -1.00
C -0.84 1.30 -0.36
C -0.03 0.52 2.37
C 0.06 3.63 -2.33